[1]
31
Properties=species:S:1:pos:R:3 method="wB97M-V/def2-TZVPD" homo_lumo_gap_ev=9.78 multiplicity=1 relative_energy_kj_mol=772.7 total_charge=0
C 3.97 0.15 -0.43
S 2.59 -0.59 -1.52
O 2.05 0.60 -2.41
O 3.27 -1.71 -2.36
C 1.24 -1.23 -0.38
C 1.13 -0.18 0.92
N 1.00 0.77 1.81
C -0.23 -1.11 -1.17
C -0.15 -1.73 -2.72
N 0.31 -2.21 -3.85
C -1.25 -2.08 -0.34
C -2.80 -1.55 -0.25
C -3.23 -0.44 -1.38
N -3.40 1.01 -0.87
O -3.44 -0.76 -2.68
H 3.98 -0.54 0.54
H 5.04 0.07 -0.95
H 3.69 1.25 -0.15
H 1.44 -2.30 0.06
H -0.49 0.03 -1.14
H -1.26 -3.18 -0.81
H -0.82 -2.19 0.75
H -3.50 -2.49 -0.36
H -2.96 -1.13 0.86
H -2.76 1.66 -1.38
H -4.40 1.30 -0.92
C 0.24 3.62 4.18
Br 1.73 4.61 4.96
Br -1.06 3.09 5.52
Br -0.58 4.59 2.71
H 0.66 2.70 3.76

[2]
15
Properties=species:S:1:pos:R:3 method="wB97M-V/def2-TZVPD" homo_lumo_gap_ev=7.52 multiplicity=1 relative_energy_kj_mol=147.5 total_charge=0
C -0.64 -0.05 -1.49
C -1.67 -0.74 -0.55
C 1.00 0.01 0.23
C 1.43 0.50 1.57
N 0.14 0.78 -0.55
S -0.97 -1.63 0.85
Cl 2.30 -0.92 -0.43
H -0.05 -0.84 -2.01
H -0.96 0.70 -2.29
H -2.10 0.12 -0.06
H -2.52 -1.32 -1.04
H 2.06 1.46 1.58
H 2.00 -0.23 2.11
H 0.57 0.83 2.17
H -0.58 1.31 -0.08

[3]
17
Properties=species:S:1:pos:R:3 method="wB97M-V/def2-TZVPD" homo_lumo_gap_ev=4.89 multiplicity=1 relative_energy_kj_mol=697.1 total_charge=0
C -1.07 -0.48 -0.06
C -0.43 0.76 0.23
N 0.84 0.69 0.81
C 1.60 -0.59 0.61
C 1.92 -1.15 -0.74
O 2.94 -1.94 -0.77
O -0.94 1.95 0.07
H -1.98 -0.60 -0.59
H -0.83 -1.46 0.40
H 0.92 -1.47 -1.26
H 1.50 1.40 0.70
H 2.54 -0.28 1.04
H 1.27 -1.50 1.14
H 2.15 -0.28 -1.43
H -4.25 1.90 -0.15
H -2.63 1.75 0.03
O -3.55 1.29 -0.02

[4]
50
Properties=species:S:1:pos:R:3 method="wB97M-V/def2-TZVPD" homo_lumo_gap_ev=6.15 multiplicity=1 total_charge=+3
Ti -0.30 -0.09 0.01
C 2.13 0.30 2.32
C 2.54 0.49 0.84
N 1.72 -0.27 -0.17
C 2.07 0.08 -1.60
C 0.97 -0.38 -2.55
N -0.39 0.09 -2.12
C -0.90 1.37 -2.71
C -0.13 2.62 -2.33
C 0.05 2.92 -0.83
N -0.73 2.08 0.14
C -0.38 2.52 1.53
C -0.85 1.51 2.55
N -0.44 0.14 2.12
C 0.84 -0.42 2.68
H 2.16 1.28 2.80
H 2.92 -0.27 2.82
H 3.57 0.20 0.68
H 2.47 1.54 0.55
H 1.88 -1.28 -0.04
H 3.02 -0.40 -1.85
H 2.22 1.16 -1.64
H 0.93 -1.47 -2.60
H 1.18 -0.02 -3.56
H -1.04 -0.63 -2.43
H -1.95 1.43 -2.41
H -0.89 1.26 -3.80
H -0.66 3.45 -2.80
H 0.85 2.61 -2.80
H -0.19 3.97 -0.63
H 1.10 2.80 -0.54
H -1.72 2.28 0.00
H -0.81 3.51 1.73
H 0.71 2.63 1.56
H -1.94 1.51 2.62
H -0.46 1.73 3.54
H -1.16 -0.51 2.44
H 0.87 -1.47 2.37
H 0.74 -0.41 3.77
Cl -2.93 -0.37 -0.03
C -2.26 -2.02 -0.01
C -0.87 -2.04 0.05
C -0.27 -3.31 0.10
Cl 1.44 -3.46 0.22
C -1.04 -4.47 0.06
Cl -0.31 -6.00 0.13
C -2.46 -4.37 -0.01
Cl -3.40 -5.76 -0.03
C -3.10 -3.11 -0.04
Cl -4.78 -2.95 -0.12

[5]
17
Properties=species:S:1:pos:R:3 method="wB97M-V/def2-TZVPD" homo_lumo_gap_ev="8.83 / 8.85" multiplicity=2 s_squared=0.751 total_charge=+1
N 0.36 -0.11 1.30
S 1.76 1.18 1.03
O 2.14 0.83 -0.42
O 2.78 0.64 1.96
S -0.84 0.21 0.29
O -0.61 -0.36 -1.07
O -1.20 1.62 0.29
C -2.33 -0.76 0.89
F -2.20 -2.03 0.57
F -2.43 -0.61 2.19
F -3.39 -0.25 0.29
Ce 1.49 -0.15 -2.27
F 2.14 -2.14 -2.00
C 0.85 -1.59 1.57
H 1.55 -2.14 0.93
H -0.03 -2.21 1.74
H 1.46 -1.46 2.47

[6]
14
Properties=species:S:1:pos:R:3 method="wB97M-V/def2-TZVPD" homo_lumo_gap_ev=7.89 multiplicity=1 relative_energy_kj_mol=161.4 total_charge=+3
O 1.30 -3.34 2.51
C 0.95 -2.55 1.77
Ga -0.24 0.46 -0.55
O -0.39 -2.56 -2.86
C -0.34 -1.68 -2.15
C -0.88 2.08 -1.79
O -1.24 2.87 -2.56
C 1.71 0.19 -0.66
O 2.83 0.20 -0.93
C -1.75 -0.39 0.37
O -2.79 -0.76 0.71
O 0.30 1.64 1.70
H 0.05 2.57 1.86
H 0.48 1.28 2.59